(1)
# C6H12BeO4

A structure of composition C6H12BeO4 in a non-equilibrium geometry (wB97M-V/def2-TZVPD, OMol25).

Output
- energy (a.u.) = -551.3336
- HOMO (eV) = -7.238
- energy above the lowest of the compared OMol25 structures with the same formula, charge and spin (kJ/mol) = 170.6
- HOMO-LUMO gap (eV) = 6.4
- 2S+1 = 1
- E_LUMO (eV) = -0.80

Each line ends with the Mulliken charge.
Atoms and positions in Å:
C -1.01 -1.26 -0.73  -0.47
H -1.10 -1.26 -1.82  0.12
H -1.25 -0.35 -0.17  0.27
H -0.92 -2.20 -0.17  0.27
O -2.80 -1.25 -0.70  -0.29
C -3.38 -2.20 -0.21  -0.01
H -4.48 -2.28 -0.33  0.27
H -2.83 -3.07 0.19  0.23
O 0.72 -1.19 -0.83  -0.34
C 1.49 -1.30 0.40  -0.49
C 1.04 -0.23 1.37  -0.24
O 1.62 1.04 0.91  -0.34
C 0.78 2.08 0.42  -0.05
C 1.59 2.80 -0.66  -0.26
O 2.09 1.92 -1.61  -0.59
Be 2.01 0.26 -0.67  -0.08
H 1.40 -2.31 0.84  0.44
H 1.43 -0.42 2.38  0.35
H -0.06 -0.09 1.42  0.23
H 0.48 2.76 1.23  0.32
H -0.13 1.63 -0.02  0.11
H 2.40 3.36 -0.15  0.24
H 0.92 3.56 -1.11  0.32


(2)
# C36H41BCl5F2KN3O4SbSe2

A structure of composition C36H41BCl5F2KN3O4SbSe2 in a non-equilibrium geometry (wB97M-V/def2-TZVPD, OMol25).

Output
- net charge = -2
- energy (a.u.) = -10030.2664
- HOMO (eV) = 1.252
- energy above the lowest of the compared OMol25 structures with the same formula, charge and spin (kJ/mol) = 0.0
- HOMO-LUMO gap (eV) = 2.4
- 2S+1 = 1
- E_LUMO (eV) = 3.61

Each line ends with the Mulliken charge.
Atoms and positions in Å:
K 0.99 1.08 1.55  0.62
C -1.24 2.92 4.82  -1.11
Se 0.41 1.92 4.68  0.31
C 1.58 3.45 4.98  -0.83
C 1.55 4.49 3.87  -0.70
Se 2.60 3.98 2.30  0.10
C 1.53 4.99 1.03  -0.51
H -1.28 3.45 5.77  0.38
H -2.06 2.20 4.78  0.35
H -1.36 3.58 3.97  0.20
H 2.58 3.05 5.13  0.33
H 1.26 3.91 5.92  0.41
H 1.94 5.45 4.24  0.49
H 0.53 4.66 3.51  0.28
H 1.53 6.05 1.31  0.40
H 0.52 4.59 1.00  -0.12
H 1.97 4.86 0.05  0.27
Cl 5.13 1.42 4.03  -0.25
C 4.23 -0.13 4.19  0.24
C 2.92 -0.14 3.79  -1.02
C 2.31 -1.36 3.92  1.27
Cl 0.58 -1.55 3.43  -0.22
C 2.93 -2.52 4.40  -0.48
Cl 2.11 -4.05 4.52  -0.23
C 4.26 -2.44 4.80  0.54
Cl 5.08 -3.83 5.40  -0.24
C 4.93 -1.21 4.70  -0.35
Cl 6.60 -1.11 5.18  -0.23
C -4.01 -4.28 -3.38  -1.16
O -3.51 -3.15 -2.72  -0.27
C -3.07 -2.11 -3.52  0.61
C -3.19 -2.09 -4.90  -0.62
C -2.71 -0.98 -5.60  -0.78
C -2.15 0.09 -4.93  -0.93
C -2.05 0.08 -3.55  0.08
C -2.49 -1.03 -2.83  0.09
N -2.40 -1.11 -1.45  0.71
C -1.40 -0.58 -0.65  -0.37
N -1.85 -0.17 0.59  0.15
C -3.07 0.57 0.69  0.22
C -3.03 1.97 0.80  0.25
C -4.27 2.63 0.87  -1.23
C -5.47 1.94 0.86  -0.83
C -5.49 0.55 0.79  -0.60
C -4.28 -0.13 0.71  0.69
O -4.20 -1.51 0.62  -0.50
C -5.39 -2.20 0.36  -1.12
N -0.15 -0.45 -0.92  0.40
C 0.45 -0.89 -2.08  -0.21
C 1.05 0.07 -2.90  0.53
C 1.69 -0.30 -4.08  -0.96
C 1.74 -1.63 -4.44  -1.00
C 1.17 -2.61 -3.63  -0.39
C 0.53 -2.25 -2.45  0.59
O -0.05 -3.14 -1.60  -0.14
C -0.13 -4.47 -2.02  -1.12
H -4.24 -5.01 -2.60  0.25
H -3.27 -4.70 -4.07  0.41
H -4.93 -4.05 -3.94  0.38
H -3.64 -2.92 -5.42  0.38
H -2.79 -0.97 -6.69  0.35
H -1.79 0.95 -5.47  0.44
H -1.65 0.93 -3.01  0.49
H -3.13 -1.59 -0.94  0.24
H -1.09 0.33 1.03  -0.48
H -4.26 3.71 0.93  0.41
H -6.40 2.49 0.91  0.36
H -6.43 0.01 0.78  0.36
H -5.11 -3.23 0.17  0.24
H -5.91 -1.79 -0.51  0.43
H -6.07 -2.17 1.22  0.37
H 0.95 1.10 -2.57  0.20
H 2.12 0.46 -4.71  0.43
H 2.23 -1.93 -5.37  0.33
H 1.22 -3.65 -3.93  0.40
H -0.66 -5.01 -1.24  0.22
H 0.87 -4.92 -2.15  0.37
H -0.68 -4.55 -2.97  0.33
O -1.09 2.72 -1.76  -0.72
C -0.66 2.55 -0.61  -0.07
F -1.95 4.22 0.85  -0.44
B -1.67 2.83 0.70  0.25
F -0.82 2.48 1.87  0.12
C 4.66 -0.44 -2.17  -1.44
Sb 3.76 0.14 -0.31  0.66
C 4.99 1.88 -0.11  -1.26
C 5.07 -1.15 0.83  -1.13
H 5.74 -0.55 -2.01  0.49
H 4.47 0.33 -2.92  0.39
H 4.24 -1.37 -2.53  0.32
H 6.04 1.59 -0.22  0.42
H 4.85 2.36 0.86  0.24
H 4.73 2.59 -0.89  0.34
H 6.07 -0.73 0.87  0.35
H 5.11 -2.12 0.33  0.46
H 4.70 -1.30 1.85  0.09


(3)
# C17H18BFeN7O2S2

A structure of composition C17H18BFeN7O2S2 in a non-equilibrium geometry (wB97M-V/def2-TZVPD, OMol25).

Output
- energy (a.u.) = -3277.3186
- HOMO (alpha / beta) (eV) = -9.026 / -9.032
- energy above the lowest of the compared OMol25 structures with the same formula, charge and spin (kJ/mol) = 96.8
- <S²> = 6.018
- HOMO-LUMO gap (alpha / beta) (eV) = 8.5 / 7.9
- 2S+1 = 5
- E_LUMO (alpha / beta) (eV) = -0.48 / -1.11

Each line ends with the Löwdin spin population.
Atoms and positions in Å:
H 2.35 3.79 -0.38  0.00
N 1.31 2.03 -1.02  0.07
B -0.11 0.33 -2.50  0.00
N 0.40 1.75 -2.04  0.01
C 0.22 2.90 -2.74  0.03
Fe 2.39 1.00 0.04  3.60
H -0.37 2.93 -3.66  0.00
C 0.96 3.93 -2.14  0.01
H 0.99 4.96 -2.46  0.00
C 1.65 3.35 -1.09  0.03
H -0.09 0.38 -3.73  0.00
C -1.59 -2.57 1.78  0.00
H -0.90 -2.50 2.63  0.00
H -1.14 -2.12 0.89  0.00
H -1.82 -3.63 1.58  0.00
N -1.65 -0.08 -2.20  0.00
N 1.02 -0.67 -2.07  0.01
N -2.26 -0.33 -0.96  0.00
N 1.96 -0.49 -1.03  0.06
C -2.59 -0.25 -3.19  0.00
C 1.44 -1.71 -2.83  0.02
H -2.31 -0.10 -4.23  0.00
H 0.95 -1.96 -3.77  0.00
C -3.81 -0.60 -2.60  0.00
C 2.59 -2.26 -2.27  0.01
C -3.55 -0.61 -1.21  0.00
C 2.93 -1.45 -1.19  0.03
H -4.74 -0.83 -3.07  0.00
H 3.11 -3.15 -2.61  0.00
H -4.26 -0.83 -0.42  0.00
H 3.82 -1.45 -0.55  0.00
H -2.49 -2.05 2.02  0.00
O 2.54 1.48 7.00  0.00
S 2.49 0.49 5.94  0.00
O 2.92 -0.85 6.28  0.00
N 3.25 1.03 4.58  0.02
C 2.52 1.14 3.48  0.01
S 3.35 1.59 2.02  0.07
C 1.11 0.82 3.73  0.00
C 0.00 0.76 2.88  0.00
C -1.26 0.42 3.40  0.00
C -1.41 0.16 4.76  0.00
C -0.31 0.16 5.62  0.00
C 0.94 0.47 5.08  0.00
H 0.12 0.98 1.81  0.00
H -2.14 0.39 2.75  0.00
H -2.39 -0.05 5.17  0.00
H -0.36 -0.05 6.68  0.00


(4)
# C28H25BrFN5O6PtS

A structure of composition C28H25BrFN5O6PtS in a non-equilibrium geometry (wB97M-V/def2-TZVPD, OMol25).

Output
- net charge = +1
- energy (a.u.) = -4998.2506
- HOMO (alpha / beta) (eV) = -9.684 / -9.654
- energy above the lowest of the compared OMol25 structures with the same formula, charge and spin (kJ/mol) = 213.1
- <S²> = 0.755
- HOMO-LUMO gap (alpha / beta) (eV) = 6.3 / 6.3
- 2S+1 = 2
- E_LUMO (alpha / beta) (eV) = -3.34 / -3.34

Each line ends with the Löwdin spin population.
Atoms and positions in Å:
Pt -0.03 0.09 0.10  0.74
Br 1.59 -2.90 1.57  0.00
C 1.68 -1.28 2.55  0.01
C 2.35 -1.26 3.76  0.01
C 2.46 -0.05 4.42  0.00
C 1.91 1.08 3.86  0.00
C 1.25 0.96 2.66  0.01
N 1.12 -0.20 2.03  0.14
C 0.62 2.15 1.98  0.00
O 0.74 3.24 2.48  0.00
O -0.06 1.91 0.88  0.01
H 2.78 -2.17 4.16  0.00
H 2.98 0.00 5.37  0.00
H 1.98 2.06 4.31  0.00
O -1.08 -1.95 0.10  0.02
N -2.39 -1.89 -0.14  0.00
C -3.00 -2.90 -0.80  0.00
C -4.35 -2.90 -0.99  0.00
C -5.10 -1.84 -0.48  0.00
C -4.47 -0.81 0.18  0.00
C -3.07 -0.82 0.33  0.00
S -2.16 0.46 1.02  0.00
H -2.33 -3.68 -1.12  0.00
H -4.81 -3.72 -1.52  0.00
H -6.18 -1.81 -0.61  0.00
H -5.01 0.03 0.58  0.00
F 0.87 -6.22 -2.53  0.00
C 1.77 -5.21 -2.62  0.00
C 1.40 -3.96 -2.25  0.00
C 2.29 -2.90 -2.39  0.00
C 1.88 -1.53 -1.98  0.00
O 0.71 -1.32 -1.68  0.02
C 2.91 -0.55 -1.97  0.00
C 4.11 -0.86 -2.50  0.00
N 4.44 -2.07 -3.03  0.00
C 5.73 -2.25 -3.67  0.00
C 6.18 -1.22 -4.65  0.00
C 5.76 -2.57 -5.14  0.00
C 3.56 -3.13 -2.91  0.00
C 3.93 -4.44 -3.26  0.00
C 3.05 -5.48 -3.13  0.00
N 3.50 -6.79 -3.50  0.00
C 2.86 -7.96 -2.92  0.00
C 3.81 -9.14 -3.02  0.00
N 4.14 -9.36 -4.48  0.00
C 4.77 -8.12 -5.07  0.00
C 3.80 -6.98 -4.91  0.00
C 2.76 0.83 -1.36  0.00
O 3.63 1.65 -1.60  0.00
O 1.73 1.06 -0.60  0.04
H 0.41 -3.76 -1.84  0.00
H 4.88 -0.10 -2.53  0.00
H 6.49 -2.71 -3.04  0.00
H 7.22 -0.95 -4.67  0.00
H 5.50 -0.39 -4.85  0.00
H 6.53 -3.25 -5.49  0.00
H 4.81 -2.65 -5.65  0.00
H 4.94 -4.64 -3.62  0.00
H 1.91 -8.21 -3.41  0.00
H 2.65 -7.79 -1.87  0.00
H 3.36 -10.06 -2.64  0.00
H 4.74 -8.95 -2.51  0.00
H 3.28 -9.56 -4.98  0.00
H 4.75 -10.17 -4.60  0.00
H 5.01 -8.32 -6.11  0.00
H 5.68 -7.94 -4.51  0.00
H 2.88 -7.19 -5.49  0.00
H 4.25 -6.08 -5.32  0.00


(5)
# H14O7

A cluster of 7 separate species, H14O7 in total in a non-equilibrium geometry (wB97M-V/def2-TZVPD, OMol25).

Output
- energy (a.u.) = -535.0748
- HOMO (eV) = -10.913
- energy above the lowest of the compared OMol25 structures with the same formula, charge and spin (kJ/mol) = 128.7
- HOMO-LUMO gap (eV) = 11.3
- 2S+1 = 1
- E_LUMO (eV) = 0.39

Each line ends with the Mulliken charge.
Atoms and positions in Å:
O -1.60 -0.16 -0.05  -0.65
H -1.15 -0.96 0.24  0.35
H -2.46 -0.16 0.40  0.27
O 0.69 0.83 -4.55  -0.61
H 0.21 0.54 -5.31  0.31
H 1.61 0.58 -4.65  0.31
O 0.39 -1.19 -1.92  -0.64
H 1.22 -1.00 -1.47  0.32
H 0.03 -0.29 -1.93  0.30
O -2.85 -0.68 3.53  -0.65
H -2.92 -1.58 3.88  0.31
H -2.18 -0.71 2.80  0.33
O 2.61 0.08 0.30  -0.62
H 3.18 0.30 -0.45  0.29
H 2.04 0.86 0.40  0.34
O 0.19 -0.78 2.24  -0.58
H 0.41 0.15 2.14  0.33
H 1.03 -1.16 2.47  0.28
O 0.21 1.73 0.79  -0.70
H -0.43 1.06 0.46  0.45
H -0.23 2.56 0.68  0.27